{"formula": "C3H6FN", "method": "ωB97M-V with the def2-TZVPD basis set", "species": ["N", "C", "C", "C", "F", "H", "H", "H", "H", "H", "H"], "positions_angstrom": [[-1.198, -0.854, -0.148], [-0.442, 0.125, 0.415], [0.451, 0.997, -0.506], [1.030, -0.088, 0.355], [1.323, -1.305, -0.225], [-2.171, -0.722, -0.408], [-0.760, -1.801, -0.107], [-0.734, 0.578, 1.339], [0.211, 0.716, -1.521], [0.589, 2.106, -0.349], [1.702, 0.249, 1.154]], "forces_ev_per_a": [[-0.61, -2.87, -0.79], [1.51, 2.18, 1.01], [-0.69, 0.56, -0.14], [-0.25, 0.57, -0.42], [0.93, 0.35, 0.10], [0.70, -0.22, 0.27], [-1.29, 1.30, -0.25], [-0.50, 0.34, 0.49], [0.34, 0.06, -0.16], [0.16, -1.55, 0.13], [-0.30, -0.73, -0.23]], "lowdin_charge": [0.035, -0.383, -0.047, -0.277, -0.011, 0.094, 0.111, 0.121, 0.098, 0.113, 0.146], "smiles": "N[C@@H]1C[C@@H]1F", "relative_energy_kcal_mol": 15.4, "e_lumo_ha": 0.045, "total_charge": 0}

***

{"formula": "C3H6FN", "method": "ωB97M-V with the def2-TZVPD basis set", "species": ["N", "C", "C", "C", "F", "H", "H", "H", "H", "H", "H"], "positions_angstrom": [[-1.451, -0.855, -0.400], [-0.586, 0.174, 0.196], [0.561, 0.927, -0.531], [0.928, -0.161, 0.414], [1.605, -1.176, -0.241], [-2.069, -1.032, 0.321], [-0.744, -1.573, -0.295], [-1.032, 0.816, 1.004], [0.857, 0.881, -1.573], [0.650, 1.927, -0.254], [1.280, 0.074, 1.358]], "forces_ev_per_a": [[2.81, 1.21, -0.90], [1.51, 0.61, -0.49], [-1.14, -0.58, 0.00], [-1.12, 1.34, -1.68], [-0.97, -0.36, 0.70], [-1.97, -0.76, 1.59], [-0.72, -1.20, -0.80], [0.51, -0.95, -0.82], [-0.39, -0.90, -0.04], [0.25, 1.54, 0.87], [1.23, 0.05, 1.57]], "lowdin_charge": [0.053, -0.256, -0.062, -0.267, -0.002, 0.030, 0.064, 0.147, 0.113, 0.069, 0.110], "smiles": "N[C@@H]1C[C@@H]1F", "relative_energy_kcal_mol": 27.3, "e_lumo_ha": 0.037, "total_charge": 0}

***

{"formula": "C3H6FN", "method": "ωB97M-V with the def2-TZVPD basis set", "species": ["C", "C", "C", "N", "F", "H", "H", "H", "H", "H", "H"], "positions_angstrom": [[-0.766, -0.388, -0.033], [1.582, -0.125, 0.074], [-2.435, 0.604, -0.002], [0.231, 0.335, -0.061], [-3.420, -0.320, 0.074], [-0.932, -1.450, 0.100], [2.107, 0.621, 0.671], [2.042, -0.156, -0.913], [1.668, -1.111, 0.545], [-2.398, 1.213, 0.890], [-2.482, 1.134, -0.944]], "forces_ev_per_a": [[-4.07, 2.84, 0.39], [0.27, -0.28, 0.07], [3.84, -2.49, -0.45], [0.04, 0.45, -0.11], [-0.69, -0.31, 0.11], [0.26, -0.46, 0.01], [0.17, -0.17, -0.02], [0.10, 0.02, -0.01], [0.02, 0.03, -0.06], [0.05, 0.16, 0.10], [0.01, 0.21, -0.03]], "lowdin_charge": [-0.067, -0.142, -0.108, -0.078, -0.079, 0.089, 0.073, 0.078, 0.075, 0.079, 0.078], "relative_energy_kcal_mol": 31.2, "e_lumo_ha": 0.043, "total_charge": 0}